Entry 1:
C6H9NO10P2SSn | ωB97M-V/def2-TZVPD

Last column: natural (NBO) charge in e.
Geometry (Å):
Sn 1.447307 -1.799833 0.038800  0.736
O 4.917807 0.232767 0.092300  -1.006
P 3.398907 -0.312333 0.240700  2.474
O 2.681007 0.680567 -0.640400  -1.173
O 3.437907 -1.799833 0.001400  -1.152
O 3.189407 0.002767 1.796100  -1.073
P 2.621107 -1.189833 2.716600  2.539
O 3.807307 -2.269933 2.503900  -1.026
O 2.626007 -0.764933 4.167600  -1.123
O 1.409907 -1.799833 2.070400  -1.169
H 4.741907 1.131767 -0.233300  0.498
H 3.697707 -2.479533 1.533900  0.503
N -0.612893 -1.799833 0.038800  -0.918
C -1.336093 -0.703033 -0.470400  0.168
C -2.649393 -0.867533 -0.928900  -0.269
C -3.411793 0.239567 -1.310000  -0.207
C -2.865793 1.518567 -1.194400  -0.308
C -1.575093 1.701267 -0.692100  -0.163
C -0.822693 0.587967 -0.311600  -0.250
S -3.825793 2.978767 -1.673100  2.408
O -3.923093 3.705567 -0.410200  -1.020
O -2.973393 3.586667 -2.690900  -1.018
O -5.080693 2.416067 -2.166200  -1.034
H -0.966393 -2.685133 -0.354000  0.405
H -0.860593 -1.958433 1.026100  0.408
H -3.093793 -1.854933 -1.003100  0.189
H -4.424093 0.113067 -1.684000  0.235
H -1.176393 2.707867 -0.596700  0.233
H 0.174407 0.730767 0.093900  0.235
H 1.447307 -0.049033 0.038800  -0.125

Forces on the atoms, in the same order (eV/Å):
-3.1 -4.7 -3.6
0.4 -0.2 0.1
3.4 5.5 -1.4
2.0 1.1 -1.0
3.8 0.2 0.1
-0.8 -0.1 0.0
2.5 0.1 5.3
-0.7 -0.2 -0.6
-0.6 -0.5 -2.4
-1.3 -0.1 1.0
0.3 -0.3 0.0
0.8 -0.3 1.0
-4.6 -1.8 1.5
-1.8 1.8 0.1
0.2 0.5 -0.4
0.5 0.0 0.2
-0.1 0.1 -0.1
-0.4 -0.7 -0.1
-0.4 0.5 -0.3
0.7 -1.1 0.3
-0.2 0.3 -0.4
-0.5 0.3 0.2
0.0 0.4 0.0
0.5 0.6 -0.3
0.1 0.5 0.0
0.1 -0.1 0.1
0.2 0.1 0.1
-0.1 -0.2 0.0
-0.5 0.1 -0.1
-0.6 -1.8 0.9

Calculated values
**Strongest force on any atom**: 6.65 eV/A
**HOMO level**: -1.0 eV
**Charge**: -2
**Electronic energy**: -2336.6147 hartree
**HOMO-LUMO gap**: 5.8 eV

Entry 2:
C3H6N4 | ωB97M-V/def2-TZVPD

Last column: natural (NBO) charge in e.
Geometry (Å):
C 0.335550 0.987903 -0.031906  0.293
C 0.617854 2.351012 -0.476892  -0.730
C -2.928771 -1.463082 0.728490  -0.439
N -2.364875 1.601302 -0.847420  -0.172
N 0.051801 -0.130385 0.169682  -0.356
N -2.548194 0.683343 -0.178031  0.269
N -2.434042 -0.147098 0.665339  -0.271
H 0.995488 2.978840 0.346854  0.253
H 1.534592 2.437359 -1.105709  0.254
H -0.272840 2.669896 -0.917628  0.269
H -2.685485 -2.055936 -0.138418  0.207
H -2.720194 -2.061325 1.698301  0.235
H -4.110577 -1.523790 0.572102  0.189

Forces on the atoms, in the same order (eV/Å):
-0.1 -2.7 0.0
2.7 -0.2 1.1
-3.7 -2.2 0.0
-1.0 -1.6 0.9
1.4 2.6 -0.3
0.8 2.0 -1.7
-0.1 0.0 2.0
-1.0 -0.2 0.1
-1.0 -0.7 -0.3
-1.0 1.1 -0.8
1.0 -0.3 -0.2
0.1 1.6 -1.7
2.0 0.5 0.8

Calculated values
**Strongest force on any atom**: 4.28 eV/A
**Energy above the lowest of the compared OMol25 structures with the same formula, charge and spin**: 356.9 kJ/mol
**HOMO level**: -9.1 eV
**Electronic energy**: -336.8133 hartree
**HOMO-LUMO gap**: 10.0 eV

Entry 3:
C4H8N2 | ωB97M-V/def2-TZVPD

Last column: natural (NBO) charge in e.
Geometry (Å):
C -0.428200 0.238490 -0.298960  0.742
C 0.266048 -1.627579 1.201787  0.301
C 0.550294 1.165569 -0.704251  -0.618
C 1.469555 0.369793 0.180950  -0.192
N 0.372340 -0.552932 0.477936  -0.423
N -2.462297 0.009931 -0.759375  -0.566
H 1.212336 -2.034257 1.726254  0.304
H -0.596978 -2.406593 1.005575  0.313
H 0.667380 1.058520 -1.699887  0.350
H 0.497790 2.312779 -0.611703  0.397
H 2.214365 0.063779 -0.474796  0.280
H 1.810666 0.686765 1.143962  0.277
H -2.600018 0.877239 -1.315447  0.417
H -2.973281 -0.161504 0.127957  0.417

Forces on the atoms, in the same order (eV/Å):
-8.1 -0.2 -0.4
0.3 -3.1 -1.2
-0.5 2.8 3.5
1.5 1.0 1.1
-0.2 -1.0 -0.2
4.4 -0.4 0.1
-1.5 1.0 -0.4
1.1 2.0 0.9
0.9 -0.5 -4.1
-0.6 -1.5 0.2
1.8 -1.8 -0.4
0.6 1.1 0.2
-0.1 -0.3 1.0
0.5 0.9 -0.3

Calculated values
**Strongest force on any atom**: 8.08 eV/A
**Energy above the lowest of the compared OMol25 structures with the same formula, charge and spin**: 626.2 kJ/mol
**HOMO level (alpha / beta)**: -20.1 / -20.1 eV
**Charge**: +2
**Electronic energy**: -265.7360 hartree
**HOMO-LUMO gap (alpha / beta)**: 7.1 / 7.1 eV

Entry 4:
C25H63F6N4O16S2V | ωB97M-V/def2-TZVPD

Last column: Löwdin spin population.
Geometry (Å):
V 1.814383 -0.756697 -1.632712  2.739
C 4.706173 -1.199547 -4.778382  0.006
F 5.518223 -1.528487 -3.753832  0.001
F 4.515203 0.080743 -4.815032  0.001
F 5.337853 -1.582777 -5.893172  0.002
S 2.995173 -2.068677 -4.539732  0.020
O 2.600443 -2.628327 -5.818322  0.011
O 3.238163 -3.116897 -3.529402  0.005
N 2.025123 -0.812297 -3.681242  0.047
S 1.235733 -0.076437 -4.913192  0.009
O 1.917193 -0.095927 -6.208062  0.001
O -0.193077 -0.420297 -4.881842  0.003
C 1.416793 1.791243 -4.471862  0.001
F 0.736523 2.519183 -5.376602  0.000
F 1.000033 1.981073 -3.179172  0.005
F 2.662403 2.109463 -4.515182  0.000
O 1.650583 -0.626677 0.548708  0.020
C 0.315173 -0.185477 0.852668  0.003
C -0.584547 0.521723 -0.258172  0.003
O -0.213977 0.062193 -1.568812  0.036
H 0.262943 0.384563 1.780268  0.000
H -0.194257 -1.066567 1.242888  0.000
H -0.435417 1.601293 -0.278162  0.000
H -1.645867 0.317593 -0.116642  0.000
C -6.183777 -1.962027 -0.729052  0.000
C -5.828207 -0.473487 -0.745212  0.000
C -4.637567 -0.030177 0.091098  0.000
O -4.858917 -0.282417 1.496368  0.000
C -3.704577 -0.279417 2.276888  0.000
N -5.678907 -0.120167 -2.165592  0.000
H -6.385277 -2.313057 0.283018  0.000
H -5.392457 -2.627977 -1.073162  0.000
H -7.011677 -2.226297 -1.386962  0.000
H -6.729977 0.021663 -0.385012  0.000
H -4.336247 1.007903 -0.049222  0.000
H -3.741477 -0.533837 -0.271452  0.000
H -3.888187 -0.578997 3.308698  0.000
H -3.198447 0.685953 2.275638  0.000
H -2.988437 -1.021057 1.923008  0.000
H -4.787527 -0.458657 -2.498722  0.000
H -5.431307 0.856913 -2.229822  0.000
C 0.393683 -4.764827 -2.658042  0.000
C 0.035883 -3.296097 -2.455372  0.004
C -1.407367 -3.278537 -1.827512  0.000
O -1.347807 -3.865697 -0.520332  0.000
C -2.469867 -3.578407 0.183308  0.000
N 0.983693 -2.794507 -1.480242  0.012
H 0.111913 -5.491067 -1.895632  0.000
H 1.453683 -4.983817 -2.786652  0.000
H 0.067543 -5.093977 -3.644652  0.000
H 0.208983 -2.774537 -3.396702  0.000
H -2.149087 -3.857177 -2.378062  0.000
H -1.732377 -2.238727 -1.791832  0.000
H -2.520217 -4.161367 1.102938  0.000
H -3.248567 -3.925247 -0.495972  0.000
H -2.481337 -2.530027 0.481398  0.000
H 0.447403 -2.879057 -0.628572  0.002
H 1.642343 -3.554827 -1.389662  0.002
C -1.894847 -1.246667 8.067318  0.000
C -0.579427 -0.534917 7.868348  0.000
C -0.560907 0.382943 6.654338  0.000
O -0.765147 -0.374517 5.455668  0.000
C -1.010987 0.382353 4.324498  0.000
N -0.270737 0.145793 9.121908  0.000
H -2.022387 -1.896547 8.933048  0.000
H -2.007977 -1.938977 7.233048  0.000
H -2.664137 -0.480117 7.973958  0.000
H 0.197753 -1.299037 7.882858  0.000
H 0.328293 1.013283 6.645048  0.000
H -1.391197 1.081443 6.758408  0.000
H -0.174717 1.073943 4.222218  0.000
H -1.978967 0.880333 4.380388  0.000
H -1.030277 -0.195427 3.400428  0.000
H -1.121627 0.656373 9.310068  0.000
H -0.140917 -0.530877 9.860398  0.000
C 2.340643 5.885023 -1.558382  0.000
C 2.755723 4.609763 -0.866322  0.000
C 1.601453 3.898453 -0.295192  0.000
O 3.487543 3.828303 -1.789712  0.000
H 1.521943 5.587303 -2.213512  0.000
H 3.161603 6.313213 -2.133512  0.000
H 2.026753 6.623603 -0.820762  0.000
H 3.464873 4.801833 -0.061142  0.000
H 1.110663 4.546363 0.431058  0.000
H 1.942933 2.960073 0.141768  0.000
H 0.917513 3.684073 -1.116392  0.000
H 4.298753 4.297393 -1.998262  0.000
C 3.750863 -0.536637 3.680928  0.000
C 3.091783 0.810353 3.406578  0.000
O 3.206653 1.101403 2.056768  0.000
O 3.005413 -1.617137 3.147418  0.000
H 3.922943 -0.730917 4.739588  0.000
H 4.727783 -0.605157 3.202368  0.000
H 3.673203 1.579043 3.915648  0.000
H 2.064023 0.815193 3.769598  0.000
H 2.554403 0.569843 1.594578  0.000
H 2.532523 -1.436467 2.331748  0.000
C -2.604607 2.204543 -3.527512  0.000
C -3.586977 2.955083 -2.604812  0.000
O -4.880357 2.422673 -2.742692  0.000
O -2.645597 0.857053 -3.230072  0.000
H -1.602517 2.627813 -3.596502  0.000
H -2.957487 2.283473 -4.555782  0.000
H -3.603307 4.022023 -2.827222  0.000
H -3.262837 2.834583 -1.571122  0.000
H -5.120507 2.525123 -3.666502  0.000
H -1.938347 0.663243 -2.610522  0.000
C 4.582933 0.831453 -1.357672  0.001
C 4.719723 -0.577607 -0.766542  0.004
O 3.796283 -1.465547 -1.381282  0.034
O 3.213173 1.107943 -1.622462  0.019
H 5.142063 0.957553 -2.284802  0.000
H 5.075453 1.520663 -0.671732  0.000
H 4.513773 -0.507077 0.301498  0.000
H 5.730493 -0.983167 -0.810942  0.000
H 4.344683 -2.248467 -1.292462  0.002
H 3.125713 2.063453 -1.591532  0.001

Forces on the atoms, in the same order (eV/Å):
-1.7 0.5 2.2
-0.2 -1.4 0.0
-0.3 0.3 -0.1
0.2 1.2 0.1
-0.5 -0.1 0.1
0.1 -2.2 2.1
0.1 1.3 1.0
-0.1 1.8 -0.9
1.6 -1.8 -4.4
-2.5 1.0 -0.8
-0.4 0.0 1.5
2.3 0.8 0.0
-1.6 -2.1 1.1
0.0 -0.2 0.9
-0.2 0.5 -1.7
1.7 0.7 -0.3
-1.0 1.3 -0.6
-0.2 -0.7 0.1
2.3 -1.3 -1.5
0.2 -0.3 0.8
0.5 1.0 0.1
-0.7 -0.7 -0.5
0.0 0.5 0.6
-0.2 -0.1 0.6
0.6 -0.7 0.8
-0.7 -0.4 -1.0
0.5 -0.6 0.7
-0.6 -0.1 -0.6
0.7 -0.3 -0.1
0.3 0.3 0.4
-0.3 0.1 0.1
0.5 0.3 -0.1
-0.2 0.5 0.1
0.0 0.3 0.1
-0.6 0.5 -0.1
0.2 -0.7 0.1
-0.6 0.2 0.0
0.0 0.3 0.0
0.3 -0.1 -0.3
0.3 -0.9 -0.2
-0.6 0.4 0.1
0.5 -1.1 -1.5
-0.5 -2.1 0.3
0.9 0.6 -0.5
2.8 0.0 -1.2
-1.2 -0.3 0.5
0.0 0.5 0.8
-0.6 0.4 0.2
0.5 0.7 0.2
-0.7 -0.3 0.1
-0.9 0.2 0.1
0.1 0.0 -0.5
-0.1 0.2 0.3
0.2 -0.2 0.0
-1.2 0.6 0.5
-0.6 0.2 -0.3
0.3 0.5 0.8
0.7 0.4 0.1
-0.5 -0.6 -1.9
0.8 -1.6 1.5
-0.5 -0.4 -0.3
0.3 -1.0 1.5
0.3 0.7 -0.5
0.1 1.6 -0.4
0.4 0.6 0.4
-0.4 0.1 -0.3
-0.5 -0.2 0.3
0.2 -0.1 -1.1
0.4 -0.2 -0.2
-0.4 0.3 0.1
-0.2 0.6 -0.3
0.0 0.5 0.1
0.1 -0.5 0.4
0.0 0.4 0.8
-0.1 0.0 0.0
-0.1 0.0 0.2
1.5 1.5 0.5
-0.4 -0.8 -0.4
-0.1 -1.0 -0.6
-0.1 0.5 -0.2
0.0 0.0 -0.1
-0.3 0.1 -0.1
0.0 0.4 0.4
0.0 -0.2 0.1
-0.3 0.0 0.3
-0.3 -0.2 0.1
0.0 -0.1 -0.1
-0.4 -0.5 -0.6
1.3 -0.4 0.6
0.2 1.0 -0.3
-0.1 -0.8 1.1
-0.3 0.0 0.2
0.4 0.6 0.0
-0.1 0.1 0.4
-0.2 0.0 0.0
-0.6 -0.8 -1.3
-0.1 0.7 -0.7
-0.9 0.5 -0.3
1.2 0.1 -0.5
-0.2 0.7 0.0
-0.2 -0.6 0.1
0.2 0.1 0.6
-0.4 0.2 -0.3
0.1 0.3 0.0
-0.2 -0.1 0.1
-0.2 -0.1 -0.1
1.0 -0.6 0.4
0.6 -0.6 -0.4
-0.3 1.7 0.9
1.7 -0.1 0.3
0.4 -0.8 0.6
0.0 -0.4 -0.3
-0.5 0.2 0.4
-0.4 0.0 0.1
0.2 0.2 -0.5
-1.2 -1.0 -0.8
-0.3 0.5 -0.2

Calculated values
**Strongest force on any atom**: 4.97 eV/A
**Energy above the lowest of the compared OMol25 structures with the same formula, charge and spin**: 0.0 kJ/mol
**HOMO level (alpha / beta)**: -4.0 / -5.1 eV
**2S+1**: 4
**Charge**: -1
**Electronic energy**: -4752.7022 hartree
**HOMO-LUMO gap (alpha / beta)**: 6.0 / 7.2 eV
**⟨S²⟩**: 3.756

Entry 5:
C3H5N3O | ωB97M-V/def2-TZVPD

Last column: natural (NBO) charge in e.
Geometry (Å):
N 2.346144 0.567073 -0.077938  -0.488
C 0.945413 0.235822 -0.025409  0.278
C 0.233488 -0.884566 0.135847  -0.262
N -1.185935 -0.807040 0.109719  -0.608
C -1.816923 0.330332 -0.168850  0.245
O -3.145151 0.080166 -0.065364  -0.714
N 1.162943 1.516397 -0.207785  -0.341
H 2.880067 0.403664 -0.925257  0.394
H 2.889081 0.640948 0.776298  0.394
H 0.690075 -1.857505 0.252343  0.219
H -1.707091 -1.646044 0.357321  0.388
H -3.579142 0.914783 -0.274832  0.495

Forces on the atoms, in the same order (eV/Å):
0.6 -0.3 0.0
0.1 0.2 0.0
0.1 0.1 0.0
-0.1 0.3 -0.1
0.0 -0.6 0.1
0.0 0.3 -0.1
-0.3 -0.2 0.0
-0.1 0.0 0.1
-0.1 0.0 -0.1
0.0 0.2 0.0
0.0 0.1 0.0
0.0 -0.2 0.0

Calculated values
**Strongest force on any atom**: 0.65 eV/A
**Energy above the lowest of the compared OMol25 structures with the same formula, charge and spin**: 564.3 kJ/mol
**HOMO level**: -7.2 eV
**Electronic energy**: -356.6425 hartree
**HOMO-LUMO gap**: 7.8 eV

Entry 6:
C2H3FO2S | ωB97M-V/def2-TZVPD

Last column: natural (NBO) charge in e.
Geometry (Å):
C 0.585827 1.443760 -0.054013  -0.318
C -0.242841 0.487280 0.276751  -0.370
O -0.164226 -1.319756 -1.743429  -0.747
O 1.342876 -1.710545 0.178600  -0.752
F -2.363205 -1.936444 1.191134  -0.647
S 0.088177 -1.246871 -0.335238  2.071
H 0.429561 2.462029 0.277586  0.247
H 1.456089 1.275225 -0.669489  0.228
H -1.132259 0.545322 0.878097  0.288

Forces on the atoms, in the same order (eV/Å):
0.6 -0.2 -0.4
-0.6 -0.7 0.3
-0.7 -0.4 0.9
-1.1 -0.3 0.4
1.9 0.6 -1.1
0.3 1.4 -0.3
-0.2 -0.1 0.1
0.1 0.0 -0.1
-0.3 -0.3 0.1

Calculated values
**Strongest force on any atom**: 2.24 eV/A
**Energy above the lowest of the compared OMol25 structures with the same formula, charge and spin**: 537.0 kJ/mol
**HOMO level (alpha / beta)**: -10.4 / -10.4 eV
**Electronic energy**: -726.3275 hartree
**HOMO-LUMO gap (alpha / beta)**: 6.3 / 6.3 eV